# 1
Here is 2 unconnected molecules or ions with the total composition C6H13O2 from the Open Molecules 2025 dataset. Energies are from ωB97M-V/def2-TZVPD.

Values from the calculation:
Total charge = -1
Energy above the lowest of the compared OMol25 structures with the same formula, charge and spin = 35.7 kcal/mol
Largest force on an atom = 0.0780 Eh/bohr
Kohn-Sham gap = 7.03 eV
Multiplicity = 1

Last column: Löwdin charge in e.
Positions of all 21 atoms, in Å:
C  0.918  -1.317  -0.669  -0.2134
C  1.185  -1.340  -2.192  -0.1202
C  0.784  -2.838  -0.123  -0.7095
O  1.906  -3.240  0.239  -0.0896
O  -0.437  -3.170  0.063  -0.1227
H  1.772  -0.833  -0.087  0.1040
H  0.166  -0.662  -0.473  -0.0093
H  0.284  -1.608  -2.645  0.0338
H  1.852  -2.231  -2.220  0.0720
H  1.640  -0.372  -2.542  0.0669
C  -0.890  1.027  1.030  -0.3440
C  0.306  1.904  0.578  -0.1338
C  -2.168  1.779  1.304  -0.1592
H  -1.109  0.242  0.292  0.0874
H  -0.505  0.515  1.933  0.1112
H  1.220  1.324  0.922  0.0709
H  0.332  2.839  1.174  0.0602
H  -2.127  2.640  1.978  0.0522
H  -2.561  2.178  0.309  0.0817
H  0.446  2.084  -0.519  0.0753
H  -3.014  1.080  1.649  0.0861

# 2
Here is C4H5FS2 in the gas phase from the Open Molecules 2025 dataset. Energies are from ωB97M-V/def2-TZVPD.

Values from the calculation:
Energy above the lowest of the compared OMol25 structures with the same formula, charge and spin = 1.7 kcal/mol
Largest force on an atom = 0.0413 Eh/bohr
Kohn-Sham gap = 8.17 eV
Multiplicity = 1

Last column: Löwdin charge in e.
Positions of all 12 atoms, in Å:
C  -2.174  -0.940  0.192  -0.4069
S  -0.477  -0.896  -0.387  0.8714
C  0.028  0.768  -0.268  -1.0984
S  -0.996  2.064  -0.054  0.6464
C  1.483  0.951  -0.267  -0.2032
C  2.290  -0.032  0.046  -0.1827
F  3.621  0.041  0.020  0.0465
H  -2.226  -0.626  1.218  0.0330
H  -2.509  -1.997  0.085  0.0512
H  -2.771  -0.310  -0.449  0.0193
H  1.810  1.970  -0.570  0.1261
H  1.920  -0.994  0.434  0.0971

# 3
Here is a molecular structure, C23H41BeBr4Cl3IKLiN2O5S from the Open Molecules 2025 dataset. Energies are from ωB97M-V/def2-TZVPD.

Values from the calculation:
Total charge = +2
Largest force on an atom = 0.0527 Eh/bohr
Kohn-Sham gap (spin up / spin down) = 2.93 / 2.94 eV
Expectation value of S² = 1.76
Multiplicity = 2

Last column: Löwdin charge in e.
Positions of all 83 atoms, in Å:
C  0.975  -3.286  4.947  -0.0265
C  1.750  -2.219  4.153  -0.4337
C  2.066  -1.088  5.127  -0.0299
C  3.123  -2.756  3.628  -0.1285
C  3.358  -2.907  2.109  -0.2801
C  4.751  -2.426  1.714  -0.2081
C  5.830  -3.248  2.309  -0.7600
O  6.071  -4.396  2.061  0.0359
I  7.091  -2.173  3.729  0.9401
C  2.376  -2.128  1.267  -0.1080
C  0.964  -2.336  1.781  -0.4806
C  0.016  -1.661  0.815  -0.1050
C  0.647  -3.821  1.848  -0.1207
N  0.895  -1.639  3.068  -0.1101
O  0.888  -0.369  2.927  -0.0171
H  1.275  -4.297  4.701  0.0399
H  1.175  -3.163  6.003  0.0876
H  -0.095  -3.179  4.811  0.0945
H  1.166  -0.601  5.478  0.0979
H  2.571  -1.534  5.976  0.0982
H  2.755  -0.370  4.700  0.0790
H  3.889  -2.105  4.034  0.0885
H  3.336  -3.762  4.074  -0.1224
H  3.307  -3.952  1.810  0.1425
H  4.853  -1.419  2.085  0.0612
H  4.893  -2.465  0.644  0.1245
H  2.627  -1.072  1.348  0.1187
H  2.427  -2.421  0.222  0.1091
H  0.554  -0.849  0.338  0.0249
H  -0.228  -2.371  0.028  0.0007
H  -0.897  -1.322  1.299  0.1051
H  -0.465  -3.988  1.876  -0.0614
H  1.140  -4.349  2.649  0.0894
H  1.022  -4.253  0.926  0.0416
C  5.948  1.410  1.295  -1.6551
Br  4.277  1.867  2.154  0.5653
Br  5.652  0.577  -0.412  0.5531
Br  7.112  2.909  1.139  0.6407
H  6.439  0.677  1.918  -0.1103
Li  -0.395  0.352  -0.746  0.7819
Cl  -4.451  -0.546  -1.217  0.5605
C  -5.340  0.913  -1.782  -0.5881
C  -4.529  1.733  -2.749  -0.6192
Cl  -3.107  2.505  -1.958  0.5740
H  -5.620  1.484  -0.902  0.0914
H  -6.245  0.560  -2.273  0.0791
H  -5.147  2.528  -3.162  0.0814
H  -4.158  1.134  -3.581  0.0506
Cl  8.402  -1.153  1.393  -0.1371
K  -1.962  -0.372  -2.935  0.7920
C  -9.413  3.746  -3.025  -0.2069
C  -8.144  2.887  -3.145  -0.2387
C  -8.502  1.643  -3.967  -0.2354
S  -9.858  2.136  -5.058  0.6610
O  -11.021  1.388  -4.682  -0.2936
O  -9.379  2.153  -6.411  -0.3077
C  -10.003  3.809  -4.431  -0.2169
H  -9.197  4.740  -2.639  0.1197
H  -10.119  3.269  -2.345  0.1253
H  -7.371  3.463  -3.663  0.1085
H  -7.754  2.612  -2.162  0.0968
H  -7.681  1.290  -4.589  0.0900
H  -8.868  0.830  -3.341  0.1025
H  -11.049  4.104  -4.457  0.1155
H  -9.416  4.453  -5.084  0.1108
Br  -1.444  -4.655  0.249  0.4012
Be  4.023  -5.295  4.851  0.4448
C  5.230  6.287  -1.491  -0.0155
C  4.439  5.202  -0.805  -0.5152
O  4.551  4.039  -1.117  0.0121
C  3.504  5.639  0.299  -0.0241
H  5.863  5.847  -2.256  0.0848
H  4.557  7.011  -1.951  0.0879
H  5.854  6.810  -0.765  0.0913
H  2.762  6.338  -0.092  0.0846
H  4.065  6.138  1.089  0.0917
H  3.001  4.769  0.714  0.0590
C  3.372  -3.857  -3.781  -0.0487
C  2.466  -3.909  -2.647  -0.2530
N  1.740  -3.998  -1.756  0.1455
H  4.315  -3.405  -3.481  0.0922
H  3.562  -4.866  -4.140  0.0986
H  2.934  -3.271  -4.586  0.0848

# 4
Here is a molecular structure, C5H10N2O5S from the Open Molecules 2025 dataset. Energies are from ωB97M-V/def2-TZVPD.

Values from the calculation:
Energy above the lowest of the compared OMol25 structures with the same formula, charge and spin = 28.0 kcal/mol
Largest force on an atom = 0.0714 Eh/bohr
Kohn-Sham gap = 10.19 eV
Multiplicity = 1

Last column: Löwdin charge in e.
Positions of all 23 atoms, in Å:
C  1.511  0.885  0.766  -0.6119
C  0.991  0.111  -0.393  -0.2162
C  -0.359  0.108  0.157  -0.4867
C  -0.939  -1.284  0.438  -0.0246
C  -1.438  0.818  -0.726  -0.0185
N  0.105  0.910  1.334  0.1691
N  1.555  -0.318  -1.394  0.2513
O  3.835  0.024  -0.435  -0.2169
O  2.008  2.116  0.675  0.1267
O  4.637  -0.461  1.772  -0.2130
O  2.304  0.049  1.475  -0.1000
O  3.313  -2.127  0.487  -0.2726
S  3.649  -0.746  0.835  0.5407
H  -0.743  -1.913  -0.451  0.0806
H  -2.105  -1.192  0.559  0.1112
H  -0.588  -1.887  1.355  0.1126
H  -2.434  0.861  -0.267  0.0801
H  -1.362  0.347  -1.711  0.0766
H  -1.086  1.944  -0.901  0.1302
H  -0.028  0.606  2.247  0.0965
H  1.078  -0.909  -2.072  0.1410
H  2.370  2.459  1.503  0.1426
H  2.890  -0.167  -1.124  0.1012

The highest multiplicity belongs to which entry?
C23H41BeBr4Cl3IKLiN2O5S

What is the multiplicity in the third record?
2